No. 1
Below is a structure of composition C43H32Cl4N8O5S4Ti, with properties calculated with ωB97M-V/def2-TZVPD.

The geometry in ORCA input format:
```
! wB97M-V def2-TZVPD RIJCOSX def2/J DEFGRID3
* xyz 1 2
Ti -0.34541 -0.39492 2.11745
C -1.66771 2.98404 0.72680
C -0.31490 2.32620 0.60846
N 0.15546 1.05640 0.57892
C 1.58380 1.05487 0.33583
C 2.06246 2.32440 0.24825
S 0.88566 3.57743 0.52642
C 2.45071 -0.12407 0.18968
C 3.78474 -0.12402 -0.08977
S 4.52102 -1.68754 0.06772
C 2.89293 -2.30837 0.31249
N 1.96955 -1.42618 0.45121
C 2.71592 -3.79562 0.46410
H -2.46046 2.27625 1.08918
H -2.01399 3.19341 -0.31080
H -1.56512 3.90989 1.32890
H 3.13725 2.59667 0.11043
H 4.44827 0.74614 -0.18992
H 3.24193 -4.33086 -0.34013
H 1.63414 -4.02484 0.47209
H 3.12760 -4.10550 1.43094
S 3.15092 -5.02720 7.10406
N 3.60744 -3.54931 6.47458
C 2.63803 -3.13062 5.69039
C 2.62273 -1.82725 5.04288
C 3.47148 -0.71349 5.34455
C 3.12721 0.54143 4.82549
C 2.08819 0.67841 3.95335
N 1.37525 -0.37856 3.47671
C 1.55990 -1.61095 4.10051
C 0.49635 -2.61651 3.92623
N -0.61627 -2.20030 3.17494
C -1.69209 -3.01078 3.02948
C -1.78290 -4.23265 3.61469
C -0.74800 -4.61926 4.50449
C 0.41052 -3.84160 4.64560
C 1.54409 -4.12137 5.53796
N 1.68384 -5.17177 6.30977
H 4.25652 -0.82041 6.10219
H 3.61465 1.44341 5.18889
H 1.92699 1.61430 3.48107
H -2.48477 -2.55389 2.43561
H -2.62448 -4.90691 3.46797
H -0.87007 -5.49496 5.12582
O -3.55893 -0.31412 3.53237
Cl -2.81914 0.75295 4.11652
O -2.47123 0.35299 5.45952
O -3.50863 2.03804 4.13562
O -1.27469 0.83437 3.03142
Cl -1.28088 4.53622 6.76785
C 0.49675 4.48172 7.02802
Cl 1.16596 6.09677 7.37589
Cl 0.90299 3.26826 8.31124
C 1.14230 4.02736 5.83921
N 1.53631 3.52581 4.85425
N -5.33489 -2.90039 -2.88760
C -4.54084 -2.59864 -2.10156
C -3.56350 -2.02724 -1.21426
C -3.86846 -0.88184 -0.49275
C -2.99730 -0.29415 0.42593
C -1.75039 -0.87944 0.64351
C -1.42605 -1.98005 -0.17151
C -2.31668 -2.63443 -1.00136
H -4.82758 -0.47507 -0.63172
H -3.35411 0.57022 0.95002
H -0.40605 -2.36681 -0.11935
H -1.99627 -3.56330 -1.51126
O -2.40839 2.21641 -2.67606
S -1.76182 2.17451 -4.03245
C -0.51492 0.72750 -4.10526
C -0.96606 -0.44334 -4.91326
C -2.11964 -1.18223 -4.63749
C -2.46083 -2.27961 -5.42238
C -1.57545 -2.68396 -6.42894
C -0.46183 -1.94150 -6.76971
C -0.14727 -0.84705 -5.98723
C -0.60833 3.56288 -4.16711
C 0.12432 3.72731 -5.46244
C -0.52422 4.25705 -6.55268
C 0.18313 4.46395 -7.73367
C 1.52264 4.17939 -7.79195
C 2.17748 3.60794 -6.72358
C 1.48465 3.38606 -5.55218
H -0.47303 0.46306 -3.04583
H 0.44925 1.03732 -4.47767
H -2.75631 -0.93928 -3.79911
H -3.33024 -2.91240 -5.23954
H -1.90265 -3.53769 -7.02646
H 0.17749 -2.19396 -7.61369
H 0.75544 -0.31302 -6.20643
H 0.05443 3.51588 -3.26207
H -1.22876 4.46112 -4.08400
H -1.61503 4.39535 -6.49470
H -0.33053 4.84160 -8.63145
H 2.12417 4.37217 -8.69199
H 3.21111 3.28257 -6.79099
H 1.97315 2.85918 -4.70514
*
```

Calculated values
HOMO level (alpha / beta): -10.247 / -10.404 eV
Energy relative to the best compared isomer or geometry (same formula, charge and spin): 33.1 kcal per mole
Gap between HOMO and LUMO (alpha / beta): 6.03 / 6.17 eV
Strongest force on any atom: 4.55 eV/A



No. 2
Below is a cluster of 2 separate species, C7H9N3O2 in total, with properties calculated with ωB97M-V/def2-TZVPD.

The geometry in ORCA input format:
```
! wB97M-V def2-TZVPD RIJCOSX def2/J DEFGRID3
* xyz 0 1
C 1.11485 0.80274 -1.80928
C 1.63672 -0.42126 -1.81214
C 1.28372 0.19555 0.24192
C -0.71896 -2.41241 0.32171
C -2.59133 0.81214 0.01266
C 1.39226 0.10223 1.76475
C -1.83362 -0.36222 -0.20200
N -1.43105 -1.41187 0.23734
N 0.96344 1.26648 -0.54174
N 1.71187 -0.82200 -0.48089
O -1.83022 1.96965 -0.10601
O -3.78322 0.70003 0.37643
H 0.85749 1.53468 -2.58498
H 0.38728 -2.14991 0.39222
H -1.18455 -3.40763 0.58323
H 2.10211 0.50403 2.50735
H 0.31162 0.41748 2.14701
H 1.51917 -0.98457 1.94517
H 2.03274 -1.10584 -2.52850
H 0.30822 1.95549 -0.21890
H -2.24855 2.81722 -0.24532
*
```

Calculated values
HOMO level: -8.137 eV
Energy relative to the best compared isomer or geometry (same formula, charge and spin): 100.4 kcal per mole
Gap between HOMO and LUMO: 8.51 eV
Strongest force on any atom: 4.40 eV/A



No. 3
Below is a structure of composition C5H20FN10O5Y, with properties calculated with ωB97M-V/def2-TZVPD.

The geometry in ORCA input format:
```
! wB97M-V def2-TZVPD RIJCOSX def2/J DEFGRID3
* xyz 2 1
Y -2.94779 16.79993 0.69643
F -0.82272 17.40175 1.39876
C -3.43134 19.00432 3.52216
O -3.24766 18.68416 2.33224
N -4.57285 19.46018 4.06346
N -2.50189 19.03317 4.33321
H -5.45060 19.07895 3.74047
H -4.60813 19.79216 5.01669
H -2.75806 18.86852 5.29621
H -1.53420 18.90972 4.07159
C 0.40844 20.84946 1.41749
O 0.61568 22.09110 1.42144
N 0.80525 20.08170 0.43012
N -0.38638 20.22241 2.23740
H 1.35605 20.47839 -0.31778
H 0.61104 19.09283 0.49736
H -0.46661 19.21952 2.32609
H -0.68124 20.80871 3.00513
C 0.85250 16.40787 -1.62841
O -0.16072 16.54483 -2.19572
N 1.88841 15.64170 -1.91501
N 1.17221 17.08521 -0.61837
H 2.77290 15.74729 -1.43895
H 1.73977 14.83142 -2.49935
H 2.02603 17.00031 -0.08557
H 0.39386 17.36996 -0.04113
C 0.04493 16.76056 5.00531
O 0.35656 16.88431 6.14192
N 0.37688 17.60837 4.05598
N -0.78811 15.89050 4.63773
H 0.96749 18.38796 4.30803
H 0.06077 17.45445 3.10915
H -0.85415 15.09098 5.25133
H -1.47409 16.20539 3.96663
C -0.83736 14.11278 0.77501
O -1.66360 14.90197 0.28780
N -0.00336 14.47179 1.68254
N -0.81259 12.84569 0.60760
H 0.52331 13.78484 2.20295
H 0.18268 15.45687 1.80541
H -0.03610 12.35364 1.02598
H -1.65534 12.51324 0.16114
*
```

Calculated values
HOMO level: -13.960 eV
Energy relative to the best compared isomer or geometry (same formula, charge and spin): 90.3 kcal per mole
Gap between HOMO and LUMO: 4.03 eV
Strongest force on any atom: 9.16 eV/A



No. 4
Below is a structure of composition C23H33IrNO2P2Si, with properties calculated with ωB97M-V/def2-TZVPD.

The geometry in ORCA input format:
```
! wB97M-V def2-TZVPD RIJCOSX def2/J DEFGRID3
* xyz 2 6
C -1.49787 3.19351 -3.01331
C -1.27059 1.97719 -2.38639
C 0.07585 1.53710 -2.25055
C 1.12778 2.34682 -2.69749
C 0.85683 3.58778 -3.28135
C -0.45410 4.00978 -3.43286
C 2.52998 1.80764 -2.77231
C 2.60585 0.31227 -2.68829
C 1.48949 -0.43647 -2.29331
C 1.45888 -1.84600 -2.48136
C 2.58842 -2.44547 -3.02583
C 3.72193 -1.71515 -3.36095
C 3.72943 -0.33538 -3.21293
H -2.54007 3.49823 -3.15752
H 1.68761 4.18245 -3.67084
H -0.67388 4.95666 -3.92967
H 2.86569 2.05004 -3.81592
H 2.55437 -3.52720 -3.18883
H 4.58711 -2.22439 -3.79290
H 4.57212 0.26463 -3.55661
N 0.39885 0.26701 -1.74754
Ir -0.37819 -0.37508 -0.10606
C -2.46734 1.20165 -1.84909
H -2.67895 0.24593 -2.35839
H -3.37489 1.82245 -1.89330
C 0.27676 -2.73697 -2.10357
H -0.64638 -2.55810 -2.68033
H 0.55153 -3.79549 -2.23088
P -2.17702 0.86635 -0.05622
P -0.09823 -2.53218 -0.30340
C 1.35583 -3.20686 0.55030
H 1.26651 -2.97393 1.61909
H 1.41388 -4.29357 0.41085
H 2.26942 -2.74580 0.15000
C -1.64044 -3.27519 0.22524
H -1.50707 -4.35314 0.36139
H -1.88805 -2.79713 1.18570
H -2.42419 -3.06384 -0.51634
C -1.93363 2.51492 0.67849
H -2.88241 3.06689 0.66032
H -1.58870 2.38355 1.71351
H -1.18014 3.07678 0.10725
C -3.46386 -0.05184 0.78272
H -3.08301 -0.25982 1.79714
H -4.37056 0.56389 0.82062
H -3.63560 -0.99232 0.23838
C 0.53695 0.02862 1.56285
O 1.74061 0.22926 1.60062
H 3.27023 2.34138 -2.18830
C 1.43202 -0.90430 4.74165
Si -0.11127 0.03128 4.32682
C -1.65421 -0.87965 4.82917
C -0.08900 1.81330 4.84018
O -0.32010 0.10326 2.62850
H 1.59534 -0.84297 5.82775
H 2.30775 -0.48429 4.22983
H 1.34516 -1.96550 4.47156
H -1.72152 -0.92925 5.92527
H -2.56049 -0.38148 4.45477
H -1.65159 -1.90980 4.44272
H 0.78034 2.33608 4.41574
H -0.99718 2.33741 4.50867
H -0.03201 1.88444 5.93553
*
```

Calculated values
HOMO level (alpha / beta): -12.549 / -14.805 eV
Gap between HOMO and LUMO (alpha / beta): 7.70 / 5.17 eV
Strongest force on any atom: 4.57 eV/A



No. 5
Below is a structure of composition C19H30BiCl2GeN2O5, with properties calculated with ωB97M-V/def2-TZVPD.

The geometry in ORCA input format:
```
! wB97M-V def2-TZVPD RIJCOSX def2/J DEFGRID3
* xyz 1 1
Bi 0.07177 -0.65191 -1.17680
C 2.80613 3.38568 0.21098
N 3.17471 2.09847 0.79845
C 4.16723 2.14759 1.86315
C 2.52156 0.99548 0.45083
O 1.61969 1.00791 -0.39919
C 2.90376 -0.31473 1.12477
O 2.09964 -1.31857 0.55506
C 2.26057 -2.58310 1.15619
C 1.23576 -3.52587 0.52956
O 0.43506 -3.09360 -0.30067
N 1.24952 -4.79975 0.93164
C 2.22819 -5.35621 1.85319
C 0.33004 -5.76093 0.33342
H 3.69368 3.84844 -0.21934
H 2.39995 4.03921 0.98368
H 2.05866 3.23269 -0.55947
H 4.93898 2.86275 1.58514
H 4.64661 1.18466 2.01245
H 3.71435 2.47392 2.80135
H 2.73185 -0.24008 2.20579
H 3.96575 -0.53113 0.96227
H 2.09299 -2.51777 2.23789
H 3.27543 -2.95996 0.98820
H 2.69218 -4.58744 2.46340
H 3.00605 -5.90079 1.31399
H 1.72411 -6.05029 2.52410
H -0.37821 -5.23746 -0.29812
H -0.20288 -6.28989 1.12305
H 0.88471 -6.48530 -0.26497
Cl -4.63602 2.86354 -5.97285
C -3.51147 2.33856 -4.76718
C -2.57823 3.24939 -4.25722
C -1.67963 2.85816 -3.29854
Cl -0.55160 4.00513 -2.66493
C -1.64315 1.53346 -2.79200
O -0.79110 1.24481 -1.85885
C -2.60495 0.63546 -3.32266
C -2.74333 -0.71656 -2.86757
O -2.01974 -1.33516 -2.07688
C -3.53025 1.05603 -4.30139
H -2.56805 4.26923 -4.61713
H -3.60652 -1.26157 -3.27390
H -4.25955 0.35070 -4.67966
C -0.63738 2.68499 1.22217
Ge -1.88361 1.18205 1.28384
C -2.42778 0.87919 3.13934
C -3.47274 1.51518 0.20134
C -0.99664 -0.49581 0.74123
H -1.12731 3.58230 1.60274
H -0.30861 2.86504 0.19998
H 0.23360 2.48539 1.85122
H -2.93180 1.76034 3.53799
H -1.56211 0.66971 3.76958
H -3.11384 0.03450 3.20976
H -4.13763 2.19680 0.73286
H -4.01859 0.58685 0.02456
H -3.22456 1.96402 -0.75846
H -1.74469 -1.29225 0.69632
H -0.27055 -0.78151 1.50632
*
```

Calculated values
HOMO level: -10.515 eV
Energy relative to the best compared isomer or geometry (same formula, charge and spin): 0.0 kcal per mole
Gap between HOMO and LUMO: 7.75 eV
Strongest force on any atom: 0.08 eV/A



No. 6
Below is a structure of composition C3H4NO3, with properties calculated with ωB97M-V/def2-TZVPD.

The geometry in ORCA input format:
```
! wB97M-V def2-TZVPD RIJCOSX def2/J DEFGRID3
* xyz -1 1
C -0.92050 0.93647 0.50615
C -0.15193 -0.01469 -1.62854
C 0.09387 0.29108 -0.27489
N 1.15481 -0.27869 0.42181
O 0.83259 -1.51968 1.62844
O 0.52866 -0.63744 -2.43315
O -1.10366 0.96645 1.73078
H -1.78295 1.58710 -0.12610
H -1.11746 0.55391 -2.07439
H 1.55247 -0.85997 -0.20694
H 0.91409 -1.02454 2.45682
*
```

Calculated values
HOMO level (alpha / beta): -3.518 / -3.518 eV
Energy relative to the best compared isomer or geometry (same formula, charge and spin): 109.4 kcal per mole
Gap between HOMO and LUMO (alpha / beta): 7.74 / 7.74 eV
Strongest force on any atom: 4.28 eV/A



No. 7
Below is a structure of composition C7H16NO3P, with properties calculated with ωB97M-V/def2-TZVPD.

The geometry in ORCA input format:
```
! wB97M-V def2-TZVPD RIJCOSX def2/J DEFGRID3
* xyz 0 1
C 3.88626 -0.46409 0.24294
C -1.39216 -1.23791 -1.04999
C -2.75829 -1.31453 0.96805
C -2.78559 0.53042 -0.29155
C 3.19122 0.89470 -0.04909
C -0.64746 0.05765 0.79823
C 1.78435 0.94508 -0.61809
N -1.86670 -0.49528 0.14851
O 3.68085 -1.29935 -0.73696
O 4.36335 -0.66006 1.33520
O 1.47015 0.06186 -1.44866
P 0.41792 2.00885 0.06995
H -0.64379 -0.56731 -1.43651
H -1.02197 -2.22872 -0.74747
H -2.14591 -1.40528 -1.79831
H -3.34544 -0.69060 1.60214
H -3.20152 -2.01452 0.23752
H -2.20612 -2.09657 1.56580
H -2.96391 1.31409 0.43009
H -2.28035 1.12226 -1.10195
H -3.65936 0.18787 -0.81425
H 3.82557 1.37557 -0.78313
H 3.27558 1.71329 0.84074
H 0.31066 -0.45926 0.97956
H -0.86483 0.37195 1.87576
H 3.18890 -0.85109 -1.44413
H 1.37464 3.12001 -0.17181
H 1.01393 2.08101 1.39741
*
```

Calculated values
HOMO level: -6.359 eV
Energy relative to the best compared isomer or geometry (same formula, charge and spin): 145.9 kcal per mole
Gap between HOMO and LUMO: 6.76 eV
Strongest force on any atom: 4.65 eV/A



Please write out number 3 again, unchanged.
Below is a structure of composition C5H20FN10O5Y, with properties calculated with ωB97M-V/def2-TZVPD.

The geometry in ORCA input format:
```
! wB97M-V def2-TZVPD RIJCOSX def2/J DEFGRID3
* xyz 2 1
Y -2.94779 16.79993 0.69643
F -0.82272 17.40175 1.39876
C -3.43134 19.00432 3.52216
O -3.24766 18.68416 2.33224
N -4.57285 19.46018 4.06346
N -2.50189 19.03317 4.33321
H -5.45060 19.07895 3.74047
H -4.60813 19.79216 5.01669
H -2.75806 18.86852 5.29621
H -1.53420 18.90972 4.07159
C 0.40844 20.84946 1.41749
O 0.61568 22.09110 1.42144
N 0.80525 20.08170 0.43012
N -0.38638 20.22241 2.23740
H 1.35605 20.47839 -0.31778
H 0.61104 19.09283 0.49736
H -0.46661 19.21952 2.32609
H -0.68124 20.80871 3.00513
C 0.85250 16.40787 -1.62841
O -0.16072 16.54483 -2.19572
N 1.88841 15.64170 -1.91501
N 1.17221 17.08521 -0.61837
H 2.77290 15.74729 -1.43895
H 1.73977 14.83142 -2.49935
H 2.02603 17.00031 -0.08557
H 0.39386 17.36996 -0.04113
C 0.04493 16.76056 5.00531
O 0.35656 16.88431 6.14192
N 0.37688 17.60837 4.05598
N -0.78811 15.89050 4.63773
H 0.96749 18.38796 4.30803
H 0.06077 17.45445 3.10915
H -0.85415 15.09098 5.25133
H -1.47409 16.20539 3.96663
C -0.83736 14.11278 0.77501
O -1.66360 14.90197 0.28780
N -0.00336 14.47179 1.68254
N -0.81259 12.84569 0.60760
H 0.52331 13.78484 2.20295
H 0.18268 15.45687 1.80541
H -0.03610 12.35364 1.02598
H -1.65534 12.51324 0.16114
*
```

Calculated values
HOMO level: -13.960 eV
Energy relative to the best compared isomer or geometry (same formula, charge and spin): 90.3 kcal per mole
Gap between HOMO and LUMO: 4.03 eV
Strongest force on any atom: 9.16 eV/A



- Which formula does entry 7 have?
  C7H16NO3P